DFT (ωB97M-V/def2-TZVPD) results for a cluster of 19 separate species, C114H95F19 in total in a non-equilibrium geometry.

ORCA input file:
```
! wB97M-V def2-TZVPD RIJCOSX def2/J DEFGRID3
* xyz 0 1
F -4.870 9.577 1.983
C -5.128 8.317 2.448
C -4.265 7.252 2.216
C -4.536 5.975 2.779
C -5.653 5.730 3.518
C -6.542 6.746 3.708
C -6.252 8.018 3.222
H -3.321 7.459 1.733
H -3.808 5.178 2.792
H -5.719 4.720 3.895
H -7.426 6.567 4.302
H -6.946 8.775 3.556
F 4.154 -2.193 4.393
C 4.873 -3.151 5.011
C 4.510 -4.442 4.938
C 5.044 -5.406 5.752
C 5.899 -4.973 6.764
C 6.331 -3.625 6.836
C 5.831 -2.691 5.908
H 3.708 -4.702 4.262
H 4.664 -6.408 5.618
H 6.278 -5.744 7.418
H 7.075 -3.267 7.532
H 6.266 -1.703 5.870
F -5.757 0.934 6.579
C -4.885 1.545 5.791
C -4.584 1.132 4.535
C -3.676 1.813 3.751
C -3.042 2.905 4.313
C -3.205 3.316 5.658
C -4.104 2.539 6.366
H -5.264 0.393 4.139
H -3.257 1.559 2.788
H -2.218 3.308 3.743
H -2.591 4.002 6.223
H -4.191 2.773 7.417
F -1.865 1.606 0.767
C -0.982 0.773 0.223
C -1.148 0.521 -1.117
C -0.117 -0.089 -1.824
C 1.087 -0.496 -1.110
C 1.103 -0.299 0.289
C 0.078 0.407 0.950
H -2.054 0.878 -1.586
H -0.197 -0.268 -2.886
H 1.809 -1.151 -1.574
H 1.895 -0.713 0.896
H 0.126 0.472 2.027
F 4.059 3.905 7.559
C 4.390 2.927 6.697
C 5.636 2.821 6.204
C 5.942 1.640 5.488
C 4.979 0.681 5.095
C 3.684 0.905 5.553
C 3.406 1.973 6.425
H 6.341 3.576 6.521
H 6.969 1.440 5.219
H 5.203 -0.074 4.356
H 2.913 0.211 5.249
H 2.372 2.120 6.701
F 2.088 1.542 -4.441
C 2.991 1.383 -3.434
C 4.146 0.680 -3.663
C 5.075 0.460 -2.637
C 4.799 0.951 -1.353
C 3.712 1.782 -1.126
C 2.787 1.989 -2.145
H 4.368 0.112 -4.554
H 5.973 -0.132 -2.737
H 5.548 0.726 -0.608
H 3.457 2.250 -0.186
H 1.889 2.589 -2.150
F -2.020 -4.960 5.444
C -1.111 -4.258 4.718
C -0.081 -4.954 4.089
C 0.811 -4.250 3.319
C 0.752 -2.854 3.233
C -0.352 -2.185 3.798
C -1.225 -2.843 4.619
H 0.081 -5.994 4.335
H 1.536 -4.870 2.812
H 1.398 -2.348 2.531
H -0.437 -1.109 3.840
H -1.980 -2.311 5.179
F -6.658 -1.964 2.664
C -7.186 -1.765 1.408
C -8.549 -1.704 1.193
C -9.186 -1.293 -0.027
C -8.282 -1.045 -1.095
C -6.933 -1.065 -0.921
C -6.341 -1.432 0.315
H -9.219 -1.867 2.024
H -10.254 -1.402 -0.146
H -8.649 -0.797 -2.080
H -6.305 -0.820 -1.764
H -5.284 -1.454 0.536
F 4.266 -0.668 -6.678
C 3.868 -0.109 -7.783
C 4.617 -0.252 -8.916
C 4.075 -0.062 -10.131
C 2.762 0.364 -10.299
C 1.953 0.548 -9.143
C 2.570 0.377 -7.901
H 5.609 -0.674 -8.980
H 4.609 -0.359 -11.022
H 2.298 0.707 -11.213
H 0.985 0.991 -9.325
H 1.931 0.603 -7.060
F -9.062 -3.286 -5.078
C -7.748 -2.947 -5.381
C -7.207 -1.773 -4.989
C -5.844 -1.510 -5.131
C -5.080 -2.402 -5.961
C -5.673 -3.598 -6.405
C -6.970 -3.840 -6.029
H -7.816 -1.161 -4.341
H -5.382 -0.664 -4.643
H -4.025 -2.264 -6.142
H -5.098 -4.370 -6.894
H -7.482 -4.776 -6.197
F 0.444 -4.936 -0.502
C -0.631 -4.474 -1.171
C -0.820 -4.741 -2.527
C -1.991 -4.300 -3.128
C -2.920 -3.526 -2.433
C -2.713 -3.159 -1.126
C -1.581 -3.663 -0.467
H 0.013 -5.272 -2.963
H -2.033 -4.322 -4.207
H -3.820 -3.179 -2.920
H -3.444 -2.587 -0.573
H -1.480 -3.459 0.588
F 2.647 -1.029 10.768
C 1.899 -1.044 9.620
C 0.632 -0.397 9.665
C -0.181 -0.427 8.476
C 0.283 -1.100 7.361
C 1.540 -1.763 7.360
C 2.356 -1.756 8.466
H 0.223 0.194 10.471
H -1.084 0.157 8.368
H -0.196 -0.994 6.399
H 1.906 -2.256 6.471
H 3.287 -2.303 8.451
F 4.412 -4.174 -7.235
C 3.407 -3.949 -6.333
C 3.301 -4.642 -5.153
C 2.194 -4.302 -4.343
C 1.255 -3.298 -4.719
C 1.385 -2.683 -5.958
C 2.459 -3.005 -6.790
H 4.087 -5.289 -4.795
H 1.994 -4.762 -3.386
H 0.371 -3.012 -4.168
H 0.649 -1.960 -6.278
H 2.649 -2.549 -7.751
F -1.646 6.078 -2.971
C -1.122 5.765 -1.735
C -0.430 4.523 -1.633
C 0.108 4.069 -0.431
C -0.172 4.852 0.666
C -0.980 6.007 0.623
C -1.481 6.457 -0.606
H -0.399 3.851 -2.478
H 0.705 3.169 -0.449
H 0.139 4.501 1.639
H -0.970 6.633 1.503
H -2.049 7.357 -0.793
F -0.236 1.838 5.057
C 0.650 2.829 4.705
C 1.634 2.566 3.725
C 2.493 3.624 3.192
C 2.341 4.861 3.737
C 1.383 5.158 4.730
C 0.563 4.101 5.216
H 1.656 1.563 3.325
H 3.193 3.416 2.396
H 3.063 5.594 3.409
H 1.226 6.187 5.017
H -0.237 4.365 5.892
F 4.450 0.985 1.627
C 5.687 1.102 1.992
C 6.470 -0.032 2.226
C 7.819 -0.104 2.338
C 8.496 1.107 2.305
C 7.775 2.314 2.061
C 6.373 2.254 1.836
H 5.884 -0.939 2.226
H 8.338 -1.047 2.429
H 9.555 1.227 2.478
H 8.332 3.238 2.121
H 5.826 3.169 1.662
F 4.142 -5.337 1.947
C 4.598 -4.513 1.012
C 3.757 -4.370 -0.077
C 4.162 -3.491 -1.060
C 5.352 -2.766 -0.897
C 6.136 -2.951 0.186
C 5.711 -3.730 1.184
H 2.871 -4.976 -0.198
H 3.560 -3.440 -1.955
H 5.734 -2.151 -1.698
H 6.996 -2.303 0.268
H 6.344 -4.056 1.996
F -0.973 -2.964 -8.065
C -1.575 -1.818 -8.508
C -1.887 -1.610 -9.856
C -2.824 -0.629 -10.217
C -3.097 0.313 -9.201
C -2.808 0.116 -7.824
C -1.978 -0.922 -7.513
H -1.623 -2.311 -10.634
H -3.236 -0.535 -11.211
H -3.763 1.135 -9.416
H -3.255 0.600 -6.968
H -1.602 -1.100 -6.517
F -2.968 1.941 -4.777
C -4.331 1.937 -4.803
C -5.011 1.612 -3.604
C -6.400 1.796 -3.509
C -7.065 2.346 -4.601
C -6.405 2.587 -5.813
C -4.995 2.382 -5.920
H -4.441 1.328 -2.732
H -6.923 1.601 -2.585
H -8.136 2.476 -4.650
H -6.956 2.932 -6.675
H -4.581 2.535 -6.905
*
```

Energy   -6298.2607 a.u.
Highest occupied orbital energy   -8.96 eV
ΔE to the lowest compared entry with this formula, charge and spin   379.2 kJ/mol